C18H16F4N2O | ωB97M-V with the def2-TZVPD basis set

Last column: natural (NBO) charge in e.
Element x y z (Å)
O -0.081 0.830 -4.152  -0.617
C 0.092 1.617 -3.185  0.610
N 0.798 1.133 -2.158  -0.422
C 0.954 1.835 -0.763  -0.227
H 2.096 1.983 -0.392  0.209
C 0.174 0.991 0.459  -0.200
N 0.577 -0.403 0.562  -0.410
C 0.956 -0.992 1.674  0.254
C 0.577 -2.372 1.820  -0.294
C 0.603 -2.939 3.018  -0.166
C 1.171 -2.500 4.004  -0.237
C 1.607 -1.105 4.006  -0.151
C 1.368 -0.199 2.935  -0.261
H 1.644 0.633 2.632  0.181
H 1.968 -0.433 4.892  0.223
H 1.094 -2.938 5.106  0.240
C 0.079 -4.337 3.168  1.020
F 0.414 -5.057 4.284  -0.315
F -1.059 -4.533 2.791  -0.263
F 0.665 -5.271 2.065  -0.454
H 0.147 -2.904 1.009  0.222
C 0.472 -1.264 -0.826  -0.167
H -0.516 -1.265 -1.125  0.209
C 1.123 -0.444 -1.966  -0.155
H 2.620 -0.303 -1.835  0.159
H 1.054 -0.728 -2.960  0.242
H 0.950 -1.948 -0.587  0.177
H -0.753 0.930 0.015  0.185
H 0.286 1.441 1.370  0.212
H 0.472 2.802 -0.848  0.214
C -0.375 2.843 -3.102  -0.129
C 0.202 3.928 -3.727  -0.167
C -0.488 5.152 -3.843  -0.108
C -1.631 5.476 -2.916  -0.262
C -2.175 4.396 -2.214  0.410
C -1.567 3.030 -2.452  -0.222
H -1.909 2.418 -1.668  0.216
F -3.490 4.522 -1.609  -0.345
H -2.067 6.347 -3.044  0.214
H -0.068 5.753 -4.430  0.186
H 0.776 3.739 -4.414  0.189

Summary:
Multiplicity   1
Total energy   -34810.7352 eV
Gap between HOMO and LUMO   7.963 eV
Energy above the lowest of the compared OMol25 structures with the same formula, charge and spin   0.0 kJ/mol

---

C4H6CuO2 | ωB97M-V with the def2-TZVPD basis set

Last column: natural (NBO) charge in e.
Element x y z (Å)
H 1.204 0.948 -0.364  0.287
O 2.218 -1.168 0.928  -0.625
C 1.285 -0.825 0.092  0.212
C 0.609 0.412 0.488  -0.567
C -0.862 0.749 0.309  -0.524
C -1.547 0.492 -0.993  0.495
O -1.154 -0.255 -1.869  -0.628
Cu 0.034 -2.046 -1.540  0.853
H 2.309 -2.129 0.972  0.530
H 0.906 0.705 1.508  0.259
H -1.012 1.818 0.523  0.272
H -1.485 0.263 1.078  0.271
H -2.504 1.036 -1.132  0.162

Summary:
Multiplicity   1
Charge   +1
Total energy   -52969.9909 eV
Gap between HOMO and LUMO   8.727 eV
Energy above the lowest of the compared OMol25 structures with the same formula, charge and spin   0.0 kJ/mol

---

C2H4BrN | ωB97M-V with the def2-TZVPD basis set

Last column: natural (NBO) charge in e.
Element x y z (Å)
C -0.250 -0.449 -0.011  -0.409
N 1.111 -0.658 0.001  -0.403
C 1.882 0.271 0.016  0.079
Br 3.782 -0.003 -0.004  -0.002
H -0.667 -0.788 -0.914  0.217
H -0.437 0.714 0.069  0.140
H -0.610 -0.890 0.894  0.216
H 1.625 1.265 0.165  0.162

Summary:
Multiplicity   1
Structure (SMILES)   C/N=C/Br
Total energy   -73670.2597 eV
Gap between HOMO and LUMO   10.998 eV
Energy above the lowest of the compared OMol25 structures with the same formula, charge and spin   70.7 kJ/mol

---

C3H5NOS | ωB97M-V with the def2-TZVPD basis set

Last column: natural (NBO) charge in e.
Element x y z (Å)
C 0.858 1.269 -0.016  0.061
N -0.451 1.396 0.073  -0.564
S -1.407 0.045 -0.086  0.429
C -0.285 -1.288 0.280  -0.266
O 0.941 -1.130 -0.381  -0.506
C 1.621 0.006 0.087  -0.148
H 1.409 2.185 -0.056  0.188
H -0.114 -1.406 1.369  0.184
H -0.800 -2.192 -0.153  0.221
H 2.523 0.093 -0.515  0.214
H 1.954 -0.044 1.169  0.187

Summary:
Multiplicity   1
Structure (SMILES)   C1=NSCOC1
Total energy   -17563.2043 eV
Gap between HOMO and LUMO   9.286 eV
Energy above the lowest of the compared OMol25 structures with the same formula, charge and spin   199.1 kJ/mol